1.
A structure of composition C48H43As2IrN7O2S4, computed with ωB97M-V/def2-TZVPD.

Net charge: +1
Relative energy (zero: lowest compared OMol25 entry of this formula, charge and spin): 56.8 kcal/mol

XYZ file:
```
107
Properties=species:S:1:pos:R:3:lowdin_charge:R:1
Ir -0.2027 -0.4104 -0.9458 0.5917
S -1.4444 -1.4971 -2.7925 0.5636
C -0.8881 -3.1538 -2.9133 -0.6819
C -1.6749 -4.0226 -3.6740 -0.1225
C -1.2873 -5.3344 -3.8446 -0.0730
C -0.1035 -5.7879 -3.2784 -0.0708
C 0.6814 -4.9242 -2.5344 -0.1086
C 0.2989 -3.6052 -2.3213 -0.4056
As 1.4743 -2.3777 -1.3331 1.2823
C 2.9041 -2.5549 -2.6604 -0.3324
C 4.0948 -3.2165 -2.3911 -0.0861
C 5.0085 -3.4522 -3.4051 -0.0656
C 4.7404 -3.0328 -4.6971 -0.0707
C 3.5568 -2.3661 -4.9721 -0.0672
C 2.6456 -2.1253 -3.9593 -0.1099
C 2.1473 -3.4603 0.1199 -0.3866
C 3.3136 -3.0123 0.7357 -0.1396
C 3.8456 -3.7096 1.8045 -0.0546
C 3.1990 -4.8351 2.2875 -0.0644
C 2.0182 -5.2615 1.7018 -0.0692
C 1.4912 -4.5778 0.6208 -0.1400
H -2.5816 -3.6526 -4.1306 0.0996
H -1.8983 -5.9992 -4.4350 0.1086
H 0.2121 -6.8093 -3.4224 0.1063
H 1.6204 -5.2742 -2.1174 0.1102
H 4.3037 -3.5700 -1.3890 0.0921
H 5.9226 -3.9848 -3.1860 0.1095
H 5.4444 -3.2357 -5.4902 0.1079
H 3.3373 -2.0537 -5.9823 0.1089
H 1.7079 -1.6210 -4.1734 0.0976
H 3.7933 -2.1036 0.3866 0.0816
H 4.7629 -3.3667 2.2590 0.1153
H 3.6062 -5.3719 3.1302 0.1079
H 1.5074 -6.1306 2.0869 0.1073
H 0.5614 -4.9011 0.1662 0.0869
C -6.0140 -0.9945 1.5670 0.0098
C -4.6844 -1.5970 1.7816 -0.3349
N -4.3350 -2.3026 2.8114 0.1374
N -3.0551 -2.6561 2.6085 0.0550
C -2.5782 -2.1705 1.4405 -0.7040
S -1.0502 -2.3940 0.7919 0.7417
N -3.6393 -1.5059 0.8965 -0.0680
N -3.5921 -0.7317 -0.2468 0.1149
H -6.6085 -1.1842 2.4546 0.0957
H -6.5053 -1.4450 0.7059 0.0940
H -5.9441 0.0779 1.4006 0.0815
H -2.5587 -3.2184 3.2832 0.1689
H -4.5347 -0.5681 -0.5911 0.1172
H -3.0290 -1.1865 -0.9769 -0.0112
N 2.5243 5.9935 3.2787 0.1292
C 2.6503 4.7110 2.8345 -0.3271
C 3.3921 4.4324 1.6763 -0.0216
C 3.4588 3.1501 1.1791 -0.0693
C 2.7861 2.1304 1.8301 -0.2921
C 2.0510 2.3806 2.9753 -0.0559
C 1.9916 3.6582 3.4877 -0.0186
S 2.7796 0.4963 1.1575 0.5844
O 2.1456 -0.4066 2.0750 -0.3038
O 4.0653 0.1398 0.6145 -0.3461
N 1.7204 0.6529 -0.0940 -0.2321
C 2.1334 0.9347 -1.3021 -0.8109
S 3.7536 1.3967 -1.7735 1.1005
C 3.1900 1.5165 -3.4023 -0.3689
C 1.8774 1.1752 -3.4905 -0.2555
N 1.2877 0.8513 -2.3207 -0.0644
H 3.1385 6.6952 2.8999 0.1056
H 2.1597 6.1540 4.2030 0.1059
H 3.9111 5.2355 1.1748 0.1188
H 4.0410 2.9330 0.2977 0.0660
H 1.5630 1.5535 3.4661 0.1051
H 1.4342 3.8589 4.3918 0.1183
H 3.8448 1.8289 -4.1902 0.0670
H 1.2937 1.1481 -4.3923 0.1162
C 0.2416 5.7420 0.9968 -0.0900
C 0.6519 4.9917 -0.0918 -0.0687
C 0.1963 3.6950 -0.2443 -0.0984
C -0.6493 3.1295 0.6998 -0.3489
C -1.0382 3.8816 1.8021 -0.1030
C -0.5959 5.1856 1.9477 -0.0804
As -1.4369 1.3926 0.3113 1.2729
C -2.9113 2.1462 -0.7438 -0.3676
C -3.7521 3.1612 -0.3008 -0.1068
C -4.6353 3.7679 -1.1773 -0.0723
C -4.6714 3.3817 -2.5073 -0.0755
C -3.8284 2.3811 -2.9634 -0.0699
C -2.9538 1.7698 -2.0840 -0.1492
C -2.0687 0.9215 2.1006 -0.3804
C -1.1633 0.2406 2.9113 -0.1454
C -1.5082 -0.0965 4.2093 -0.0699
C -2.7450 0.2649 4.7197 -0.0726
C -3.6514 0.9412 3.9196 -0.0739
C -3.3186 1.2526 2.6105 -0.1203
H 0.5650 6.7658 1.0966 0.1064
H 1.3113 5.4316 -0.8243 0.1129
H 0.4793 3.1098 -1.1110 0.0906
H -1.7063 3.4515 2.5418 0.0999
H -0.9201 5.7752 2.7945 0.1112
H -3.7028 3.5093 0.7243 0.0942
H -5.2801 4.5610 -0.8269 0.1085
H -5.3433 3.8746 -3.1913 0.1066
H -3.8399 2.0913 -4.0045 0.1101
H -2.2745 0.9986 -2.4414 0.0165
H -0.1886 -0.0384 2.5213 0.0626
H -0.8094 -0.6450 4.8232 0.1139
H -3.0024 0.0185 5.7391 0.1098
H -4.6102 1.2325 4.3253 0.1119
H -4.0230 1.7617 1.9640 0.0879
```


2.
A cluster of 8 separate species, C18H54ClN4O11 in total, computed with ωB97M-V/def2-TZVPD.

Net charge: -1
Relative energy (zero: lowest compared OMol25 entry of this formula, charge and spin): 19.1 kcal/mol

XYZ file:
```
88
Properties=species:S:1:pos:R:3:lowdin_charge:R:1
Cl -1.1665 -0.1125 0.1462 0.6235
O -1.6213 -1.3119 0.7468 -0.3462
O -2.2117 0.8570 0.1375 -0.3354
O -0.0174 0.3949 0.8731 -0.3641
O -0.8638 -0.4970 -1.2046 -0.3644
O -2.1271 -3.0181 -1.7193 -0.0797
H -1.7319 -2.2381 -1.3038 -0.0348
H -2.7210 -2.6659 -2.3859 0.0266
O -4.9935 -1.3825 2.0962 -0.0653
H -5.0590 -0.6712 2.7457 -0.0033
H -4.2731 -1.1175 1.5132 0.0177
C 2.0172 -5.3523 0.9817 -0.0657
C 1.5031 -3.9318 0.8989 -0.4305
C 2.5764 -2.8689 0.6609 -0.2076
O 3.6332 -3.0995 1.5852 -0.1974
C 4.8014 -2.3524 1.2489 -0.0983
N 0.4053 -3.8319 -0.0933 0.0585
H 1.2639 -6.1300 1.1043 0.0718
H 2.7110 -5.3901 1.8235 0.0692
H 2.5992 -5.6475 0.1050 0.0785
H 1.0974 -3.6131 1.8680 0.1329
H 2.2021 -1.8402 0.6900 0.1199
H 2.9400 -2.9711 -0.3701 0.1070
H 5.1385 -2.5338 0.2266 0.0856
H 5.5910 -2.7235 1.9032 0.0834
H 4.6266 -1.2983 1.4727 0.0774
H -0.3488 -4.4319 0.2153 0.0731
H 0.0504 -2.8839 -0.0214 0.0315
C -7.5691 2.2686 2.7940 -0.0492
C -7.0759 1.5301 4.0702 -0.4356
C -5.6249 1.8746 4.3611 -0.2466
O -4.7865 1.2505 3.4494 -0.2092
C -3.3818 1.4429 3.6486 -0.0590
N -7.9916 1.8334 5.1647 0.0247
H -7.3317 3.3264 2.9170 0.0724
H -8.6539 2.1646 2.8315 0.0697
H -7.1438 1.8276 1.8966 0.0797
H -7.1881 0.4624 3.8691 0.1387
H -5.3781 1.6730 5.4133 0.1205
H -5.4641 2.9597 4.2756 0.1239
H -3.0943 2.4947 3.6550 0.0932
H -2.9200 1.0110 2.7614 0.0736
H -3.0283 0.8413 4.4870 0.0938
H -7.5653 1.4375 5.9974 0.0643
H -8.0401 2.8321 5.3392 0.0689
C 3.8636 -0.4956 -7.4238 -0.0714
C 4.2485 -0.3916 -5.9674 -0.4552
C 3.2325 -0.8905 -4.9819 -0.2432
O 3.5166 -0.4805 -3.6643 -0.1816
C 2.7451 -1.1425 -2.6707 -0.0874
N 5.5765 -0.9750 -5.6934 0.0328
H 3.8123 -1.5136 -7.8167 0.0750
H 4.5925 0.0150 -8.0537 0.0732
H 2.9013 -0.0207 -7.6218 0.0751
H 4.3872 0.6667 -5.7234 0.1410
H 3.1340 -1.9748 -5.1165 0.1278
H 2.2751 -0.4496 -5.2891 0.1283
H 3.1875 -1.0059 -1.6869 0.0776
H 2.7925 -2.1935 -2.9701 0.0871
H 1.7082 -0.8028 -2.6487 0.0774
H 5.4738 -1.9861 -5.6552 0.0644
H 5.8002 -0.7398 -4.7317 0.0629
C 1.3496 4.1652 -0.7936 -0.0444
C 0.6842 2.8438 -1.2742 -0.4455
C 0.1831 2.8656 -2.7330 -0.1898
O -0.7550 3.8883 -3.0164 -0.1831
C -1.9862 3.7654 -2.3541 -0.1240
N 1.6364 1.7480 -1.2126 0.0542
H 0.6548 4.9798 -1.0123 0.0645
H 2.2671 4.3471 -1.3524 0.0722
H 1.5123 4.1557 0.2835 0.0688
H -0.2017 2.6996 -0.6479 0.1055
H -0.2974 1.8915 -2.8802 0.1165
H 1.0348 2.9324 -3.4100 0.1289
H -2.6573 4.5800 -2.6340 0.0810
H -1.9200 3.9159 -1.2717 0.0817
H -2.4973 2.8193 -2.5461 0.0922
H 1.1956 0.9807 -1.7101 0.0255
H 1.5793 1.4728 -0.2375 0.0456
C 1.6809 -0.2806 4.0812 -0.0740
C 3.0493 0.3318 3.8519 -0.3247
O 2.9924 1.3200 2.8323 -0.0896
H 1.0317 0.5635 4.3309 0.0788
H 1.5984 -0.9506 4.9349 0.0744
H 1.3433 -0.6835 3.1251 0.0629
H 3.7828 -0.3973 3.4923 0.0909
H 3.4269 0.8470 4.7374 0.1074
H 2.2803 1.0121 2.2564 0.0528
```


3.
An isolated molecule of C3H9N5, computed with ωB97M-V/def2-TZVPD.

Structure (SMILES): C=C=NC(N)(N)NN
Net charge: 0
Relative energy (zero: lowest compared OMol25 entry of this formula, charge and spin): 94.8 kcal/mol

XYZ file:
```
17
Properties=species:S:1:pos:R:3:nbo_charge:R:1
N 0.6077 -0.3069 -0.5249 -0.4685
C -0.9651 -0.0920 -0.2154 0.5413
C 0.4217 1.0332 0.9951 0.4803
N 1.1078 -1.6147 -0.1684 -0.6790
N -1.5325 0.7636 -1.2037 -0.8350
N -1.7287 -1.2789 -0.1011 -0.8540
C 1.4106 1.8395 1.3376 -0.6973
N -0.7562 0.5718 1.0481 -0.5587
H 0.7898 -0.1903 -1.5233 0.3622
H 2.1127 -1.6004 -0.3325 0.3568
H 0.9775 -1.6931 0.8377 0.3557
H -0.9588 1.5665 -1.4209 0.3690
H -1.8424 0.2849 -2.0376 0.3750
H -1.8835 -1.5371 0.8629 0.3892
H -1.3772 -2.0791 -0.6082 0.3853
H 2.4386 1.5185 1.3138 0.2295
H 1.1781 2.8145 1.7408 0.2483
```